C3H4NO2P as an isolated structure. Source: the OMol25 dataset; level of theory: ωB97M-V with the def2-TZVPD basis set.

```
! RIJCOSX wB97M-V def2-TZVPD def2/J DEFGRID3
* xyz 0 1
O -2.981 2.140 0.519
C 0.281 -0.965 -0.061
C 1.636 -0.389 -0.364
H 0.015 -2.007 -0.564
N -1.374 0.074 1.500
C -0.468 -0.565 0.944
O -0.972 1.149 -0.864
H 1.748 -0.166 -1.388
H 1.620 0.524 0.223
H 2.404 -1.043 -0.168
P -1.909 1.247 0.225
*
```

Calculated values
- Energy relative to the best compared isomer or geometry (same formula, charge and spin): 0.015 eV

=====

C33H35N10SSe2Ti as an isolated structure. Source: the OMol25 dataset; level of theory: ωB97M-V with the def2-TZVPD basis set.

```
! RIJCOSX wB97M-V def2-TZVPD def2/J DEFGRID3
* xyz 3 1
H 0.501 0.516 -3.734
H 2.603 -4.485 -1.848
C 4.503 1.586 -2.838
H -2.128 2.606 -2.108
C -4.554 0.534 1.192
C 4.017 -1.318 2.767
H 0.572 2.141 -4.170
H -1.874 -4.321 1.835
H -4.475 0.981 2.184
H -1.011 5.838 -1.506
H -2.553 6.253 0.564
C 2.125 -0.517 4.636
N 1.771 -1.381 3.689
C 3.289 1.431 -3.469
C 3.402 1.473 -0.734
H 1.075 -3.606 -2.082
H 3.587 0.740 5.557
H -5.542 0.572 0.830
C -2.043 4.350 1.443
C -2.793 -2.145 -2.146
C 2.325 -4.127 2.072
N 1.757 -3.849 -0.013
C -2.096 0.459 -2.473
H -4.221 -4.045 1.884
Se 1.455 1.185 1.799
C -1.436 3.142 1.175
C -1.570 -3.276 1.904
H -1.203 -3.021 2.941
N -0.769 2.897 0.058
C -4.067 -2.992 1.656
C 1.846 -2.631 0.519
H 4.736 -1.596 1.982
C -3.563 -1.348 -2.993
C 2.689 -1.740 2.796
H 5.393 -0.126 3.924
C -1.210 5.117 -0.698
N -1.357 -0.285 -1.608
C -4.901 -1.971 1.288
C 3.421 -0.034 4.741
C -0.564 3.874 -0.804
H -3.946 1.041 0.417
H 5.363 1.724 -3.524
N 2.163 1.513 -1.340
C -3.213 -0.002 -3.157
Se -1.193 -0.186 1.576
N -2.800 -2.512 1.683
C 4.553 1.519 -1.447
H -3.010 -3.223 -2.098
H -3.626 0.717 -3.886
H -1.680 2.190 -3.706
H -5.959 -2.041 0.951
C 4.373 -0.489 3.863
H 2.192 -5.849 0.698
Ti 0.245 0.857 -0.416
N -0.144 1.975 -2.274
N -4.084 -0.866 1.155
H -0.124 4.052 -3.016
H -1.117 -2.139 -0.792
H 1.087 -5.293 -1.464
C 0.765 1.498 -3.329
H -2.539 4.492 2.380
C -1.719 -1.519 -1.463
N 2.198 -2.783 1.812
H 3.339 1.493 0.357
C 1.581 -4.323 -1.418
C 0.184 3.457 -2.133
C -2.005 5.318 0.473
H -0.820 -3.145 1.169
C -1.586 1.859 -2.675
H 5.518 1.585 -0.924
C 2.071 -4.814 0.942
H 2.432 -4.536 3.046
N 1.750 4.166 1.505
H 1.250 3.574 -2.082
C 2.134 1.480 -2.686
S 1.807 -1.181 -0.461
H 1.347 -0.236 5.305
H -1.568 2.332 1.929
C 1.617 3.025 1.570
H 3.158 1.384 -4.563
C -2.797 -1.208 1.430
H -4.331 -1.787 -3.616
*
```

Calculated values
- Energy relative to the best compared isomer or geometry (same formula, charge and spin): 1.639 eV

=====

A 2-piece molecular cluster, C2H8OS overall. Source: the OMol25 dataset; level of theory: ωB97M-V with the def2-TZVPD basis set.

```
! RIJCOSX wB97M-V def2-TZVPD def2/J DEFGRID3
* xyz 0 1
C -0.005 -1.815 -1.372
H -0.531 -2.173 -2.273
H -0.199 3.181 0.877
S -0.673 -0.383 -0.532
H 0.091 0.182 1.739
H -1.607 2.710 0.408
H 0.046 -2.641 -0.642
H 1.075 -1.077 0.929
H 1.325 0.651 0.528
C 0.568 -0.108 0.788
H 1.023 -1.531 -1.654
O -1.110 3.004 1.204
*
```

Calculated values
- Energy relative to the best compared isomer or geometry (same formula, charge and spin): 0.379 eV

=====

A 7-piece molecular cluster, C7H28N8O7 overall. Source: the OMol25 dataset; level of theory: ωB97M-V with the def2-TZVPD basis set.

```
! RIJCOSX wB97M-V def2-TZVPD def2/J DEFGRID3
* xyz -1 2
H -5.588 2.675 -1.719
H -5.538 -0.053 -3.337
H -1.427 1.417 -3.708
H 3.057 -0.293 0.060
N 1.245 3.097 1.580
O 1.192 -1.635 1.935
C 2.456 3.404 1.773
H 0.530 3.485 2.178
O -3.598 0.398 -2.070
H 3.787 0.118 -1.514
H -1.292 1.149 -0.821
C -1.829 0.921 -4.592
N 2.432 4.337 2.663
H 1.002 2.536 0.776
H -1.087 2.191 -5.636
H 3.765 -3.302 2.615
H 0.515 -0.173 0.870
H 4.927 -1.345 0.662
H -2.787 0.430 -4.422
H -1.519 -2.607 -0.268
N -4.775 2.122 -1.485
C -0.950 0.673 0.098
O 0.460 0.665 0.405
N 3.116 -0.982 2.921
H 1.538 4.456 3.119
H 3.325 4.708 2.954
O -2.008 -4.873 0.623
N -0.701 -4.198 2.230
C -4.580 1.061 -2.100
H 2.676 -0.073 2.920
O 4.939 -0.785 -0.117
H 3.990 -1.240 3.358
H -1.362 -0.335 0.049
H -6.205 1.579 -2.860
C 3.767 -0.611 -0.704
H -4.024 2.450 -0.895
H -0.093 -2.567 0.830
N -0.971 -2.949 0.508
H -0.226 -3.350 2.505
C -1.287 -4.052 1.066
H -1.016 -5.002 2.752
O -1.999 1.890 -5.621
H 3.584 -1.614 -1.090
H 2.282 -3.900 2.235
H -1.533 1.184 0.865
O 3.445 3.045 1.058
H -1.109 0.122 -4.771
N 2.796 -3.062 2.464
N -5.610 0.769 -2.754
C 2.288 -1.883 2.414
*
```

Calculated values
- Energy: -1248.1688 hartree
- ⟨S²⟩: 0.750

=====

A single C4H10N2 molecule. Source: the OMol25 dataset; level of theory: ωB97M-V with the def2-TZVPD basis set.

```
! RIJCOSX wB97M-V def2-TZVPD def2/J DEFGRID3
* xyz 0 1
H 0.330 -0.224 2.183
H -0.107 1.617 0.928
H -0.759 0.670 -0.420
C -0.053 0.670 0.412
H 0.147 0.510 -2.088
C -0.413 -0.427 1.368
H -2.416 0.328 1.186
C -1.857 -0.463 1.676
H 1.829 -0.191 -3.579
C 1.108 0.235 -1.661
H -0.036 -1.356 0.926
H 3.138 -0.437 -2.320
H -1.948 -0.145 2.765
N 1.227 0.549 -0.389
N 2.208 0.097 -2.637
H -2.398 -1.432 1.649
*
```

Calculated values
- Energy relative to the best compared isomer or geometry (same formula, charge and spin): 1.928 eV

=====

An isolated ion of composition C4H11N2O and charge +2. Source: the OMol25 dataset; level of theory: ωB97M-V with the def2-TZVPD basis set.

```
! RIJCOSX wB97M-V def2-TZVPD def2/J DEFGRID3
* xyz 2 2
H -1.854 -0.431 3.073
C 0.829 0.185 0.021
H -0.645 0.705 2.396
H 0.352 1.624 -3.011
H -1.340 -2.023 1.465
H 1.885 1.043 -1.488
C -0.203 -0.915 0.168
N -0.995 -1.061 1.324
H 0.562 1.124 0.488
H -0.704 1.597 -1.568
C -0.884 -0.336 2.580
H -0.050 -0.777 3.141
H 1.754 -0.203 0.449
H 1.306 -0.454 -1.935
N 1.083 0.408 -1.429
H -0.624 0.222 -2.730
C -0.069 1.008 -2.227
O -0.404 -1.716 -0.718
*
```

Calculated values
- Energy relative to the best compared isomer or geometry (same formula, charge and spin): 0.916 eV
- ⟨S²⟩: 0.772

=====

C33H25Br2Cl2N6O3Ru as an isolated structure. Source: the OMol25 dataset; level of theory: ωB97M-V with the def2-TZVPD basis set.

```
! RIJCOSX wB97M-V def2-TZVPD def2/J DEFGRID3
* xyz 0 2
H 0.059 -2.258 4.847
H -0.298 -0.531 4.656
C -3.164 1.013 -2.008
H -3.775 4.603 0.227
H -0.349 4.130 -2.301
C -2.215 3.289 0.894
C 1.086 -3.014 -3.748
H 3.265 1.162 -2.523
H -2.409 0.212 3.492
C 3.265 1.076 3.808
H -1.311 -1.536 5.708
N -0.330 3.042 -0.558
H 2.870 -0.258 -1.553
H 4.214 -1.681 2.101
Cl 5.394 -0.528 4.384
C 1.747 -2.816 -1.121
N 0.713 1.037 1.106
C 2.382 -2.404 0.188
H 0.840 -2.999 -4.800
C -3.414 1.564 -3.268
C 2.156 1.437 3.067
Br -4.597 0.752 -0.810
C 2.802 0.174 -2.548
C 2.533 -0.444 1.606
C -0.824 0.892 -2.525
O -1.626 0.075 -0.470
C 2.391 -3.760 -1.903
C 1.379 0.355 -2.995
H 3.187 -4.333 -1.448
C -1.073 1.353 -3.829
C 0.448 -2.138 -2.889
C -1.690 -1.835 3.614
C -2.807 4.170 0.008
Ru 0.319 -0.434 -0.212
H -4.424 1.839 -3.534
C 3.644 -0.805 2.363
H -2.906 -3.481 2.873
H -3.456 -0.962 2.675
C 1.766 0.683 1.961
O -0.677 1.871 2.727
N 2.108 -1.106 0.444
C 1.201 0.817 -4.331
C -0.980 2.743 0.562
C -0.902 3.905 -1.394
H 3.360 -0.444 -3.252
C -2.136 4.492 -1.163
H -1.443 -3.996 3.731
Cl 3.700 2.047 5.176
H -2.680 3.011 1.828
H 2.549 -4.588 -3.878
H -0.096 1.778 -5.717
H -3.427 -0.888 4.448
N -0.338 -1.494 1.411
C -0.920 -1.696 2.373
Br -2.786 2.387 -5.897
N 0.458 0.591 -2.085
N 0.697 -2.102 -1.572
C -0.740 -1.520 4.779
C 0.023 1.359 -4.727
H 1.590 2.306 3.363
C -2.246 -3.259 3.711
C -2.820 -0.796 3.546
C 2.051 -3.872 -3.237
H -0.515 -1.732 -3.185
O 3.083 -3.187 0.811
C -2.395 1.716 -4.168
H -2.554 5.182 -1.883
H -2.819 -3.347 4.635
C -0.304 1.841 1.564
C 4.009 -0.048 3.461
H 2.043 0.752 -5.007
C -1.889 0.638 -1.609
*
```

Calculated values
- Energy relative to the best compared isomer or geometry (same formula, charge and spin): 0.000 eV
- ⟨S²⟩: 0.756

=====

C42H47CaF6N11O10S4 as an isolated structure. Source: the OMol25 dataset; level of theory: ωB97M-V with the def2-TZVPD basis set.

```
! RIJCOSX wB97M-V def2-TZVPD def2/J DEFGRID3
* xyz -2 1
H 0.417 3.449 -0.780
F 1.636 1.146 -8.375
N -1.781 -1.943 -1.437
C -4.906 -0.712 3.155
C 3.584 -3.821 -1.859
H -1.726 1.064 2.072
C 2.631 2.042 -2.528
C -2.716 2.621 0.110
H -1.577 3.463 2.331
C -2.807 -3.987 -1.930
H -3.388 1.784 0.296
C -3.639 -2.999 -2.417
C -0.628 3.537 -0.474
H -0.360 0.076 2.625
H 2.197 4.764 3.073
C 3.616 0.612 1.800
F -3.288 2.064 -5.013
S -0.923 -2.810 4.672
C -2.428 2.801 -4.308
H 3.767 -2.967 0.701
C -2.478 5.017 -0.026
H -2.895 6.016 0.044
H 2.746 0.411 4.899
N 2.679 -2.990 -1.103
C 2.327 3.677 3.111
C -0.752 -0.540 6.224
H 1.040 -1.505 -4.803
H 2.064 -2.473 0.829
H -1.280 1.049 3.789
H -0.102 -0.975 -3.581
H -0.452 -1.952 1.834
C -0.108 -1.366 5.317
H -4.565 -0.041 1.131
C 2.823 3.412 0.744
O -1.969 -3.128 5.627
H 3.313 -4.881 -1.794
N 1.977 3.063 1.856
H -2.461 -6.091 -1.674
H -5.898 -0.357 3.379
C 5.245 -0.339 0.331
F 1.434 2.987 -7.274
O -1.269 2.471 -7.378
H 1.590 -3.964 -4.100
N -2.949 -1.105 1.979
O -0.768 0.064 -7.709
O 0.033 -1.775 0.994
H 1.697 3.279 3.903
C -4.817 -3.294 -3.068
O -0.671 1.356 -3.033
O 2.932 2.026 -3.612
F -2.876 2.905 -3.066
S -0.719 2.032 -4.299
N 1.865 -0.755 -1.161
F -2.386 4.023 -4.844
H -0.518 5.687 -0.602
C -0.147 0.636 6.647
H 3.588 -3.528 -2.906
O 0.178 3.125 -4.542
H 2.429 2.972 -0.164
H 3.379 3.472 3.354
C 4.223 -0.617 -0.563
N 1.285 0.894 1.091
C 0.953 -1.182 -3.765
H 2.458 -4.175 0.592
C -0.606 3.417 2.828
N 1.749 2.160 6.635
N -1.481 -2.365 3.264
N -0.730 0.927 -5.429
C -2.662 -1.715 3.106
C -2.982 -1.686 -2.065
C -1.147 4.827 -0.383
C -4.206 -0.561 2.009
H 4.456 -1.097 -1.508
H -0.130 -2.586 0.473
O 0.122 -3.778 4.457
H 5.689 0.408 2.303
C -5.138 -4.642 -3.224
H -4.315 4.022 0.476
H 1.100 2.886 6.901
H 0.004 4.226 2.441
Ca -0.548 0.009 -0.586
C 4.926 0.237 1.552
C 1.150 -1.018 4.839
H -0.040 -3.513 -3.577
H 4.601 -3.707 -1.463
C 1.006 -3.566 -3.264
C -3.115 -5.324 -2.069
H -0.656 1.280 7.357
C -1.371 2.369 -0.226
C 1.111 0.993 6.171
H 2.826 4.501 0.630
C -1.637 -3.281 -1.290
H -6.052 -4.922 -3.734
N 1.455 -2.235 -2.900
H -0.749 3.546 3.908
H 1.066 -4.235 -2.412
C 2.881 -0.334 -0.285
O -3.442 -0.584 -2.284
C 2.752 -3.154 0.335
H -1.728 -0.824 6.594
N 0.008 2.129 2.565
O -0.714 -3.866 -0.722
H 3.366 1.074 2.749
C 1.220 1.675 -7.214
S -0.595 1.275 -6.961
H 1.645 -1.662 4.121
C 1.109 1.983 1.801
S -3.971 -1.620 4.288
H 6.268 -0.596 0.085
C -3.266 3.899 0.216
C 1.759 0.146 5.269
H 2.432 2.524 5.988
H -4.582 -6.678 -2.865
C -0.889 1.011 2.769
H 3.855 3.067 0.879
F 1.983 1.164 -6.245
C -4.301 -5.640 -2.731
C 1.999 -1.949 -1.692
H 1.524 -0.269 -3.624
H -5.454 -2.502 -3.441
C 2.586 0.435 0.863
*
```

Calculated values
- Energy: -5853.2087 hartree

=====

C31H34N5OPS3V as an isolated structure. Source: the OMol25 dataset; level of theory: ωB97M-V with the def2-TZVPD basis set.

```
! RIJCOSX wB97M-V def2-TZVPD def2/J DEFGRID3
* xyz 2 2
H -6.279 0.785 1.380
C 0.153 -2.426 -0.956
H 4.372 0.044 -1.116
H 1.685 -1.058 -3.298
C -2.816 -1.645 3.757
O 1.142 3.514 0.016
S -0.502 -0.410 1.768
N -0.429 -1.132 -1.379
H 0.007 3.100 5.348
C -3.518 -0.414 5.809
C 0.901 -0.305 -3.297
C 0.559 2.217 5.024
S 1.947 0.854 3.101
H 2.992 1.839 -1.742
C -0.419 -0.900 -2.844
N 1.074 2.188 0.039
C -2.910 1.289 1.296
C -1.393 1.618 -0.785
H -0.010 1.328 5.285
H 1.501 2.183 5.569
H 3.240 1.006 -3.280
H -0.214 -2.635 0.049
H -3.374 2.853 6.707
C -0.383 2.458 2.653
H -4.185 0.660 7.533
H -3.090 -1.482 2.713
C -3.224 1.956 6.122
P -1.652 1.194 2.555
C 0.859 2.303 3.523
H -1.211 2.686 -0.658
C -5.285 0.896 0.971
C -4.216 1.130 1.805
H -3.647 0.958 -1.981
H -3.906 -1.358 6.169
N 1.317 0.793 -2.389
C -2.380 0.859 4.143
H 2.531 5.034 2.133
H -0.620 -1.827 -3.388
C 2.454 -1.939 4.056
H 3.653 -1.098 -2.225
H 0.963 1.673 -2.754
S 2.418 -0.953 -0.198
C 1.676 -2.451 -0.948
H -1.819 -2.087 3.779
C -0.500 3.421 1.738
H 2.098 -2.562 -1.944
H 0.414 5.176 0.886
C -2.676 1.275 -0.107
C -5.057 0.786 -0.395
H -1.230 -0.210 -3.070
V 0.512 0.684 -0.384
H -1.406 -1.144 -1.095
C 0.610 -2.906 2.764
C 3.428 -0.266 -1.560
C 1.782 4.263 2.262
N 0.100 -3.845 2.340
C 1.284 -1.738 3.253
C 2.791 0.920 -2.287
C 1.838 3.427 3.284
H -3.503 -2.385 4.162
H -0.206 -3.240 -1.593
H -4.391 1.181 2.871
H -2.208 2.974 4.548
N 3.398 -2.096 4.691
C -3.682 0.728 6.578
C 0.685 4.190 1.258
H -1.422 3.542 1.182
H 2.639 3.499 4.013
H -1.561 1.497 -1.859
C -2.570 2.019 4.908
H -5.878 0.578 -1.068
H 0.817 0.053 -4.324
C -2.888 -0.382 4.568
C 0.894 -0.497 2.878
C -3.787 0.979 -0.907
H 2.011 -3.307 -0.364
*
```

Calculated values
- Energy relative to the best compared isomer or geometry (same formula, charge and spin): 1.745 eV
- ⟨S²⟩: 0.878